203
Properties=species:S:1:pos:R:3:forces:R:3 method="wB97M-V/def2-TZVPD" largest_force_ha_per_bohr=0.0908 e_homo_ev="-8.82 / -8.82" multiplicity=2 charge=+1 orbital_gap_ha="0.21049 / 0.05128"
O 4.697 -6.939 -4.053 -2.906 2.207 2.911
P 3.544 -6.454 -3.153 0.249 -2.891 -1.988
N 2.800 -4.963 -3.504 -0.249 -0.519 0.746
C 3.578 -3.871 -4.014 0.925 0.055 -0.666
C 1.613 -4.501 -2.782 -0.394 -0.685 0.779
N 3.976 -6.103 -1.503 -0.556 -0.094 -0.630
C 3.062 -6.060 -0.338 -0.283 -0.448 -1.301
C 5.346 -5.792 -1.188 0.156 0.476 -0.067
N 2.207 -7.513 -3.031 0.699 2.690 0.074
C 1.177 -7.505 -4.110 0.784 0.042 -0.257
C 2.337 -8.836 -2.446 0.244 -0.455 -0.674
H 4.244 -4.249 -4.789 -0.143 0.187 -0.205
H 4.225 -3.441 -3.248 -0.101 0.284 0.306
H 2.896 -3.104 -4.380 0.230 0.009 -0.103
H 1.028 -5.339 -2.403 -0.009 -0.044 -0.367
H 0.963 -3.864 -3.382 0.415 -0.076 -0.224
H 1.896 -3.947 -1.887 0.181 0.372 -0.041
H 3.261 -5.176 0.268 0.100 -0.228 0.088
H 2.025 -6.091 -0.672 0.131 0.244 -0.044
H 3.181 -7.017 0.171 0.305 0.160 0.513
H 5.996 -5.800 -2.063 -0.099 -0.693 0.073
H 5.444 -4.783 -0.788 -0.386 0.161 0.295
H 5.593 -6.495 -0.392 0.660 -0.068 -0.097
H 1.490 -8.149 -4.931 -0.155 -0.578 0.201
H 0.225 -7.816 -3.679 0.057 -0.041 -0.140
H 1.054 -6.564 -4.647 0.095 0.404 0.646
H 2.872 -8.928 -1.501 -0.065 0.534 0.045
H 2.873 -9.445 -3.173 -0.164 -0.536 0.123
H 1.311 -9.185 -2.325 0.205 -0.350 0.183
O 0.122 6.738 6.596 0.051 -0.105 -0.277
P 1.309 6.808 5.727 0.584 -0.498 -1.947
N 1.243 5.681 4.399 -0.082 -0.493 -0.036
C 0.019 4.885 4.197 -0.163 0.322 1.861
C 1.992 5.879 3.125 -0.119 0.158 1.282
N 2.814 6.527 6.447 0.441 0.746 0.489
C 3.356 7.479 7.488 -0.644 -0.190 -0.168
C 3.304 5.136 6.588 -0.220 1.262 -0.221
N 1.464 8.218 4.849 1.910 1.478 0.950
C 2.749 8.770 4.391 -0.212 -0.792 -0.755
C 0.340 9.008 4.421 -1.312 -0.959 0.444
H 0.109 4.119 3.426 0.087 0.408 -0.181
H -0.884 5.492 4.131 -0.050 0.195 -0.926
H -0.220 4.370 5.128 0.271 -0.362 0.209
H 3.057 5.986 3.334 0.136 -0.157 0.023
H 1.718 6.771 2.562 -0.382 0.037 -0.054
H 1.826 4.986 2.523 0.178 0.164 -0.088
H 4.243 8.032 7.181 -0.095 0.008 -0.578
H 2.608 8.188 7.843 -0.186 0.108 -0.500
H 3.670 7.023 8.427 -0.177 -0.850 -0.178
H 4.386 5.149 6.721 0.052 0.071 -0.032
H 2.854 4.714 7.486 -0.062 -0.576 -0.187
H 3.073 4.647 5.641 -0.127 -0.468 0.404
H 2.778 8.787 3.302 -0.053 -0.525 -0.410
H 2.931 9.831 4.559 -0.203 0.028 1.124
H 3.553 8.116 4.729 0.087 0.412 0.083
H -0.090 8.597 3.508 0.191 0.345 -0.584
H 0.565 10.071 4.332 0.115 -0.148 -0.009
H -0.471 8.857 5.134 -0.014 0.356 0.239
O 0.276 2.259 -2.270 0.699 -1.848 1.692
P 0.181 1.142 -1.247 -1.826 -0.554 1.564
N -1.170 0.009 -1.463 3.213 -0.284 0.977
C -2.509 0.479 -1.380 -0.431 1.613 -0.293
C -1.059 -1.264 -2.209 0.134 1.615 -0.210
N -0.119 1.755 0.353 -0.631 -1.208 -1.740
C -0.609 0.883 1.451 0.597 0.336 -1.083
C 0.062 3.145 0.655 -0.951 0.520 0.346
N 1.524 0.114 -1.009 -0.825 -0.561 -1.144
C 2.882 0.608 -1.302 -0.559 -0.917 0.672
C 1.498 -1.143 -0.196 -0.453 1.835 0.437
H -2.828 0.855 -2.352 -0.394 -0.338 -0.435
H -2.551 1.390 -0.784 -0.002 -0.173 0.513
H -3.244 -0.232 -1.002 0.336 -0.272 0.098
H -0.017 -1.533 -2.386 0.076 0.103 0.073
H -1.517 -0.999 -3.162 -0.123 -0.770 -0.451
H -1.572 -2.093 -1.722 -0.166 0.102 0.103
H -0.994 -0.056 1.054 0.102 0.056 -0.037
H 0.236 0.672 2.106 0.017 -0.118 0.352
H -1.428 1.319 2.025 0.068 0.386 -0.111
H 0.746 3.316 1.486 0.676 -0.080 -0.281
H 0.277 3.739 -0.234 0.427 -0.202 0.155
H -0.871 3.561 1.035 -0.429 0.123 0.025
H 2.864 1.426 -2.022 0.024 -0.069 0.204
H 3.388 0.844 -0.366 0.034 0.543 0.021
H 3.430 -0.250 -1.692 0.183 0.124 -0.383
H 2.053 -1.974 -0.633 0.017 0.090 -0.418
H 0.483 -1.431 0.077 -0.082 -0.085 -0.566
H 1.938 -0.924 0.777 0.456 -0.015 0.115
O -8.992 -1.111 -2.641 0.065 0.638 -0.764
P -8.352 -1.814 -1.542 1.211 -1.011 3.840
N -9.051 -1.406 -0.013 -0.968 0.474 -0.537
C -9.546 -0.008 0.122 0.383 -0.466 -0.555
C -8.757 -2.046 1.281 0.493 -0.328 -1.417
N -6.704 -1.415 -1.221 -0.709 0.694 -1.790
C -6.276 -0.038 -1.632 0.334 -1.009 0.025
C -5.794 -2.209 -0.400 -1.567 0.973 0.429
N -8.366 -3.529 -1.563 -0.776 0.611 0.412
C -9.581 -4.274 -1.206 -0.436 0.049 -0.075
C -7.593 -4.218 -2.577 1.335 0.497 0.728
H -9.447 0.497 -0.838 -0.334 -0.096 -0.032
H -8.967 0.600 0.817 0.319 -0.251 0.253
H -10.583 0.024 0.458 -0.113 -0.111 -0.102
H -9.387 -1.636 2.070 -0.031 -0.076 -0.149
H -7.704 -1.934 1.538 0.013 0.280 0.393
H -8.915 -3.117 1.154 -0.188 -0.084 0.396
H -6.438 0.091 -2.702 0.000 0.134 0.062
H -6.699 0.810 -1.095 -0.682 -0.244 0.218
H -5.214 0.074 -1.414 0.085 -0.302 -0.258
H -6.436 -2.837 0.218 0.454 -0.742 -0.349
H -5.048 -2.737 -0.994 0.173 -0.114 0.244
H -5.401 -1.527 0.354 0.751 -0.056 -0.099
H -10.190 -4.551 -2.066 -0.206 0.600 -0.383
H -9.400 -5.267 -0.796 0.819 0.053 0.403
H -10.199 -3.747 -0.478 0.081 0.176 -0.234
H -6.584 -3.813 -2.498 0.214 0.040 -0.340
H -7.897 -4.107 -3.618 -0.479 -0.151 0.049
H -7.478 -5.254 -2.258 -0.295 -0.178 -0.344
C 0.550 1.116 4.990 -1.789 -0.382 -1.175
N -0.506 0.044 4.753 -0.016 1.211 0.478
O -1.587 0.381 4.352 -0.663 0.714 -0.309
O -0.229 -1.077 5.031 1.010 -2.295 0.452
H 1.430 0.724 4.479 -0.030 0.369 0.524
H 0.555 1.294 6.065 0.446 -0.048 -0.224
H 0.055 1.908 4.430 0.807 0.548 0.317
C 7.435 -2.909 -1.471 0.688 -0.520 0.199
N 6.713 -1.786 -0.883 -0.755 -1.533 -1.754
O 5.503 -1.963 -0.796 -0.243 0.550 0.784
O 7.347 -0.803 -0.754 0.219 2.358 1.132
H 8.460 -2.567 -1.619 -0.142 -0.356 -0.079
H 6.912 -3.104 -2.408 0.243 -0.383 0.125
H 7.372 -3.704 -0.729 0.131 -0.238 -0.438
C -1.282 -3.610 2.734 0.857 0.250 1.500
N -2.596 -2.886 2.830 -2.316 0.212 -1.491
O -2.741 -1.703 2.500 1.519 -1.347 0.449
O -3.584 -3.576 3.096 1.455 0.221 0.229
H -0.792 -3.627 1.760 -0.904 0.206 -0.086
H -1.404 -4.601 3.172 -0.412 0.065 -0.538
H -0.577 -3.132 3.413 -0.200 0.514 0.030
C 4.105 0.191 4.665 -1.396 -0.956 0.218
N 3.762 1.199 3.639 0.589 -0.181 -1.154
O 3.190 0.831 2.606 0.436 0.316 1.422
O 4.120 2.328 3.880 -0.283 0.370 -0.218
H 3.130 -0.236 4.901 0.015 -0.127 0.300
H 4.505 0.647 5.571 0.312 -0.004 -0.543
H 4.632 -0.653 4.220 0.444 0.498 -0.008
C 5.903 3.869 1.352 0.100 0.154 0.603
N 6.302 2.577 0.741 2.043 -0.182 -1.215
O 7.477 2.443 0.421 -0.117 0.588 0.428
O 5.507 1.702 0.508 -1.443 0.012 0.500
H 5.233 4.393 0.670 -0.227 -0.326 0.176
H 6.785 4.484 1.528 0.055 -0.363 -0.265
H 5.474 3.609 2.321 -0.444 0.180 -0.258
C -1.523 -3.700 -4.829 0.085 0.623 -1.097
N -2.823 -4.227 -4.357 0.029 -1.176 2.786
O -3.582 -4.820 -5.117 1.193 1.309 1.339
O -2.940 -4.085 -3.099 -0.695 -0.540 -2.911
H -0.839 -3.441 -4.021 -0.712 -0.196 0.147
H -1.796 -2.782 -5.349 0.276 -0.021 -0.238
H -1.050 -4.404 -5.514 -0.342 0.021 -0.082
C -2.057 -6.787 -0.755 0.093 -0.092 -0.449
N -1.264 -5.766 0.005 -1.310 -0.098 2.040
O -1.407 -4.575 -0.257 0.844 -1.306 -0.401
O -0.759 -6.201 1.048 0.479 0.709 -1.370
H -3.020 -6.307 -0.931 0.104 -0.253 -0.206
H -2.113 -7.707 -0.173 -0.100 0.449 0.249
H -1.552 -7.065 -1.681 -0.039 0.515 -0.131
C -2.685 3.677 -2.615 -1.351 0.832 -0.192
N -3.111 5.123 -2.574 1.726 1.185 -2.450
O -2.954 5.794 -3.626 -0.605 -1.390 1.936
O -3.460 5.576 -1.522 -0.548 0.129 0.551
H -3.648 3.175 -2.707 0.074 -0.341 0.099
H -2.268 3.493 -1.624 0.384 -0.223 -0.497
H -2.134 3.525 -3.543 0.328 -0.064 0.590
C 0.978 1.880 -5.557 1.454 -0.619 -0.156
N -0.388 2.321 -5.364 0.215 1.137 0.448
O -0.686 3.443 -5.749 -0.118 -0.728 0.135
O -1.088 1.572 -4.734 -1.090 -0.533 0.004
H 1.561 2.710 -5.955 -0.059 -0.383 -0.126
H 0.988 0.964 -6.147 -0.183 0.390 -0.596
H 1.384 1.506 -4.617 -0.284 0.609 0.363
Cl 1.017 6.413 -0.966 -0.266 -0.218 0.478
C 1.566 5.614 -2.441 1.621 -0.115 -0.383
C 2.665 4.545 -2.228 -0.974 -0.420 0.354
Cl 4.289 5.191 -1.804 -0.513 0.031 -0.211
H 2.021 6.439 -2.989 -0.180 -0.228 -0.387
H 0.741 5.184 -3.010 -0.069 0.041 0.299
H 2.710 3.893 -3.100 0.447 0.474 -0.398
H 2.408 3.817 -1.459 -0.140 0.409 0.337
Cl -4.123 3.326 1.211 -0.125 0.044 0.520
C -4.256 2.339 2.698 -0.081 -1.768 -0.251
C -4.634 0.861 2.363 1.313 -0.590 0.445
Cl -6.319 0.449 2.444 -1.487 0.203 0.249
H -4.961 2.703 3.445 -0.346 0.389 -0.596
H -3.312 2.338 3.244 0.270 0.029 -0.488
H -4.134 0.164 3.035 -0.032 0.459 0.618
H -4.361 0.353 1.438 0.604 1.256 -0.556
Cl 5.808 2.690 -3.783 0.222 0.064 0.308
C 6.051 1.187 -2.824 -0.614 0.785 0.160
C 5.621 0.038 -3.694 1.169 -0.445 -0.205
Cl 3.985 0.237 -4.381 0.267 -0.434 -0.091
H 5.462 1.254 -1.909 -0.013 0.130 -0.109
H 7.102 1.190 -2.534 -0.079 -0.407 -0.207
H 5.694 -0.918 -3.176 -0.472 0.076 0.282
H 6.360 -0.050 -4.490 -0.419 0.139 -0.443